# 1
30
Properties=species:S:1:pos:R:3 method="wB97M-V/def2-TZVPD" s_squared=0.751 e_tot_ev=-20800.0571 multiplicity=2 homo_lumo_gap_ha="0.1303 / 0.4056" e_above_lowest_kcal_mol=7.7 charge=-1 homo_ev="-0.51 / -8.19"
O -18.216 -17.446 23.441
H -18.867 -16.823 23.118
H -17.796 -16.996 24.174
O -24.588 -13.954 22.788
H -24.332 -13.615 21.931
H -23.779 -13.951 23.299
O -20.495 -15.577 22.930
H -21.090 -15.002 23.410
H -20.220 -15.059 22.173
O -19.781 -12.490 22.839
H -18.984 -11.990 22.666
H -20.342 -11.887 23.327
O -19.946 -13.705 20.268
H -20.609 -13.327 19.690
H -19.941 -13.132 21.035
O -20.026 -17.578 25.879
H -20.222 -18.492 25.670
H -19.565 -17.250 25.107
O -18.055 -15.331 19.324
H -18.506 -15.507 18.498
H -18.654 -14.761 19.807
O -22.595 -13.721 24.530
H -22.003 -14.126 25.164
H -22.523 -12.782 24.700
O -16.968 -13.554 21.978
H -17.886 -13.825 21.999
H -16.990 -12.659 21.638
O -20.954 -18.965 23.580
H -20.155 -19.417 23.310
H -20.814 -18.054 23.321

---

# 2
15
Properties=species:S:1:pos:R:3 method="wB97M-V/def2-TZVPD" e_tot_ev=-13262.2304 homo_lumo_gap_ha=0.3662 e_above_lowest_kcal_mol=47.0 charge=0 smiles="[H]/N=c1/oc(=O)n(C)n1N" homo_ev=-9.45
C -0.642 -0.325 1.835
C 0.057 0.464 -1.513
C -1.650 -0.506 -0.437
H -1.358 -1.016 2.188
H 0.337 -0.558 2.273
H -0.864 0.686 2.169
H 2.361 0.723 0.138
H 1.990 -0.764 -0.556
H 1.563 1.345 -2.108
N -0.571 -0.425 0.387
N 0.393 0.389 -0.158
N 1.682 -0.050 0.109
N 0.652 1.011 -2.469
O -1.194 -0.084 -1.676
O -2.758 -0.890 -0.181

---

# 3
11
Properties=species:S:1:pos:R:3 method="wB97M-V/def2-TZVPD" e_tot_ev=-7760.3342 homo_lumo_gap_ha=0.3341 e_above_lowest_kcal_mol=142.8 charge=0 homo_ev=-8.81
N 0.052 0.528 1.603
C 1.362 -0.233 0.058
C -0.435 -0.485 0.964
C -0.922 -0.305 -0.471
O -0.650 1.018 -0.917
C 0.368 -0.003 -1.059
H -0.140 1.373 1.052
H 1.933 0.660 0.354
H -0.441 -1.474 1.422
H -1.761 -0.843 -0.904
H 0.663 -0.246 -2.077

---

# 4
126
Properties=species:S:1:pos:R:3 method="wB97M-V/def2-TZVPD" s_squared=2.009 e_tot_ev=-67609.2437 multiplicity=3 homo_lumo_gap_ha="0.2870 / 0.3099" charge=0 homo_ev="-8.75 / -9.37"
C 3.107 -2.511 2.770
C 2.645 -3.044 1.292
C 1.057 -2.862 1.033
C 0.685 -1.885 -0.189
C 1.569 -0.530 -0.242
C 2.736 -0.593 -1.386
C 2.523 0.563 -2.483
C 3.521 0.494 -3.752
C 4.732 -0.559 -3.613
C 5.866 -0.119 -2.559
C 6.825 -1.309 -2.052
C 6.034 -2.647 -1.631
C 6.716 -3.503 -0.456
C 8.251 -3.919 -0.714
C 8.595 -4.364 -2.221
C 7.516 -5.349 -2.907
C 7.300 -4.848 -4.422
C 6.111 -5.652 -5.207
C 4.682 -5.547 -4.474
C 3.606 -5.116 -5.615
N 2.680 -4.702 -6.287
C 4.200 -6.873 -3.696
N 2.907 -7.322 -4.337
C 3.778 -6.439 -2.173
N 3.554 -6.061 -1.039
N 5.222 -7.960 -3.585
C 5.490 -8.243 -2.340
S 5.992 -8.753 -0.850
H 3.997 -3.146 3.153
H 3.370 -1.386 2.725
H 2.246 -2.697 3.526
H 2.889 -4.179 1.301
H 3.298 -2.586 0.455
H 0.581 -2.535 2.038
H 0.648 -3.927 0.801
H -0.417 -1.574 -0.049
H 0.752 -2.438 -1.190
H 2.062 -0.365 0.795
H 0.939 0.415 -0.452
H 2.660 -1.619 -1.899
H 3.733 -0.541 -0.822
H 2.560 1.632 -2.043
H 1.439 0.444 -2.889
H 3.979 1.539 -3.941
H 2.920 0.208 -4.685
H 5.252 -0.596 -4.654
H 4.274 -1.593 -3.435
H 5.406 0.494 -1.689
H 6.555 0.634 -3.120
H 7.673 -1.524 -2.814
H 7.360 -0.923 -1.095
H 5.000 -2.299 -1.227
H 5.815 -3.234 -2.593
H 6.118 -4.477 -0.323
H 6.672 -2.960 0.564
H 8.565 -4.697 0.079
H 8.888 -2.973 -0.481
H 9.614 -4.923 -2.170
H 8.782 -3.477 -2.941
H 8.025 -6.394 -2.968
H 6.550 -5.502 -2.311
H 8.275 -5.045 -4.995
H 7.087 -3.717 -4.438
H 6.446 -6.710 -5.486
H 6.000 -5.082 -6.216
H 4.727 -4.687 -3.708
H 2.115 -6.921 -3.790
H 2.863 -8.364 -4.300
C -5.613 0.666 2.123
C -4.350 -0.134 2.543
C -4.221 -0.147 4.084
C -3.745 1.177 4.671
C -2.470 1.654 3.984
C -2.601 1.713 2.447
N -3.147 0.447 1.866
O -2.154 -0.490 1.907
C -3.497 2.911 2.052
C -1.219 2.087 1.848
C -4.655 -1.584 2.078
H -5.497 1.105 1.127
H -6.500 0.027 2.068
H -5.868 1.460 2.827
H -3.515 -0.929 4.391
H -5.183 -0.412 4.538
H -4.528 1.939 4.588
H -3.556 1.055 5.743
H -2.195 2.638 4.378
H -1.651 0.978 4.264
H -3.674 2.931 0.973
H -3.020 3.859 2.320
H -4.462 2.924 2.556
H -0.428 1.385 2.133
H -0.893 3.071 2.201
H -1.260 2.128 0.754
H -4.761 -1.636 0.990
H -5.590 -1.943 2.520
H -3.884 -2.297 2.383
C -7.820 6.555 -0.327
C -7.882 5.718 0.980
C -8.991 6.268 1.907
C -8.620 7.574 2.601
C -7.274 7.455 3.308
C -6.149 6.949 2.380
N -6.533 5.713 1.630
O -6.500 4.668 2.508
C -5.752 8.073 1.392
C -4.863 6.748 3.226
C -8.319 4.308 0.498
H -6.818 6.542 -0.764
H -8.490 6.158 -1.097
H -8.125 7.593 -0.182
H -9.228 5.527 2.681
H -9.916 6.417 1.338
H -8.598 8.399 1.881
H -9.393 7.832 3.332
H -7.004 8.427 3.733
H -7.390 6.774 4.162
H -5.013 7.716 0.668
H -5.305 8.918 1.923
H -6.593 8.492 0.841
H -5.008 6.052 4.058
H -4.538 7.692 3.673
H -4.038 6.376 2.609
H -7.570 3.868 -0.169
H -9.262 4.362 -0.053
H -8.492 3.614 1.325

---

# 5
7
Properties=species:S:1:pos:R:3 method="wB97M-V/def2-TZVPD" e_tot_ev=-16485.8629 homo_lumo_gap_ha=0.2889 e_above_lowest_kcal_mol=9.4 charge=0 smiles="C#CC(=S)C#N" homo_ev=-9.89
C 0.134 -0.022 -0.011
C -0.841 -1.006 -0.056
C -1.840 -1.653 0.013
C -0.433 1.327 -0.064
H -2.835 -2.072 0.159
N -0.887 2.384 0.044
S 1.683 -0.406 0.015

---

- What is the charge in the second record?
  0

---

- Which value of charge does entry 2 give?
  0

---

- The lowest charge belongs to which entry?
  H20O10